Here is a molecular structure, C16H13Cl3F4N2OPt from the OMol25 dataset. Energies are from ωB97M-V/def2-TZVPD.

Positions of all 40 atoms, in Å:
Pt -0.172733 -0.438696 0.194337
C -2.064856 -2.333450 1.378299
N -2.000836 -1.346171 0.279221
C -2.217629 -2.054350 -1.004048
C -3.029652 -0.282938 0.478595
C -2.622733 0.945777 -0.304937
N -1.273213 1.239379 0.144067
C -0.779546 2.512880 0.008576
C 0.141866 3.022096 0.937903
F 0.513875 2.255989 1.978161
C 0.650027 4.300849 0.845676
F 1.520028 4.713776 1.779410
C 0.260383 5.167912 -0.156341
C -0.653799 4.694170 -1.073008
F -1.055702 5.482649 -2.080952
C -1.149203 3.405991 -1.008107
F -1.979897 2.995537 -1.986938
H -3.047766 -2.813203 1.375916
H -1.905166 -1.822745 2.324470
H -1.282126 -3.073568 1.233800
H -3.193914 -2.547611 -0.986341
H -1.429838 -2.794092 -1.126041
H -2.176721 -1.347544 -1.828034
H -3.032669 -0.041231 1.540425
H -4.009903 -0.675402 0.192476
H -3.306257 1.765157 -0.064117
H -2.712876 0.765127 -1.382545
H 0.652677 6.171688 -0.218101
Cl 6.572448 -2.418188 -0.469039
C 4.848057 -2.356038 -0.277889
C 4.212585 -1.133774 -0.191811
C 2.839958 -1.135566 -0.041453
Cl 1.993231 0.408621 0.076040
C 2.039573 -2.279374 0.033690
O 0.742174 -2.254553 0.183045
C 2.750959 -3.493403 -0.062118
Cl 1.847717 -4.967498 0.015523
C 4.120476 -3.537640 -0.214116
H 4.768859 -0.208408 -0.240385
H 4.622143 -4.492154 -0.283311

Cartesian forces, eV/Å:
Pt 0.04 0.00 0.06
C 0.02 0.02 0.03
N -0.01 0.01 -0.08
C -0.02 -0.06 -0.01
C -0.06 0.00 -0.04
C -0.01 -0.03 0.07
N -0.03 0.10 0.07
C -0.03 -0.02 -0.08
C 0.02 0.01 0.05
F 0.00 0.00 -0.04
C 0.00 -0.02 0.00
F 0.00 0.00 0.00
C 0.00 0.02 0.00
C -0.01 -0.02 0.01
F 0.00 0.00 0.00
C 0.03 0.01 0.01
F -0.01 0.00 -0.01
H 0.01 -0.01 0.01
H -0.01 0.00 0.00
H 0.00 -0.01 -0.02
H 0.00 0.00 0.00
H 0.01 0.01 0.00
H -0.02 0.01 0.00
H -0.01 0.01 0.00
H 0.02 -0.01 -0.01
H 0.01 0.00 0.00
H 0.02 -0.02 0.00
H 0.00 0.00 0.00
Cl 0.01 0.00 0.00
C -0.01 -0.01 0.00
C -0.01 0.00 0.00
C -0.04 -0.02 -0.01
Cl 0.05 0.03 -0.04
C 0.00 0.00 0.02
O 0.03 -0.03 0.02
C -0.01 0.01 0.00
Cl 0.00 0.00 0.00
C 0.01 0.01 0.00
H 0.00 0.00 0.00
H 0.00 0.00 0.00

Output
Kohn-Sham gap (eV): 7.9

From a Löwdin analysis of the wavefunction, the atomic charges in e read:
1 Pt 1.00
2 C -0.07
3 N -0.41
4 C -0.07
5 C -0.18
6 C -0.24
7 N -0.19
8 C -0.20
9 C -0.20
10 F 0.05
11 C -0.22
12 F 0.09
13 C 0.06
14 C -0.22
15 F 0.09
16 C -0.15
17 F 0.08
18 H 0.10
19 H 0.09
20 H 0.08
21 H 0.10
22 H 0.09
23 H 0.09
24 H 0.12
25 H 0.13
26 H 0.13
27 H 0.10
28 H 0.13
29 Cl 0.66
30 C -0.68
31 C -0.13
32 C -0.50
33 Cl 0.79
34 C -0.47
35 O -0.30
36 C -0.58
37 Cl 0.71
38 C -0.13
39 H 0.11
40 H 0.11

Here is 2 unconnected molecules or ions with the total composition C16H13Cl3NO4 in a non-equilibrium geometry from the OMol25 dataset. Energies are from ωB97M-V/def2-TZVPD.

Positions of all 37 atoms, in Å:
C 0.399840 2.466952 3.052830
C 1.648549 2.076194 2.349600
C 1.676690 2.210684 0.771206
C 3.157521 2.417577 0.362022
C 3.250898 2.925390 -1.066492
C 2.049238 2.492565 -1.895775
O 0.821482 3.070947 -1.342402
C 0.623475 3.028808 -0.003021
O -0.456205 3.403419 0.453199
O 2.570618 1.449877 2.878794
H -0.009824 3.344087 2.516699
H -0.367715 1.672219 3.068847
H 0.697942 2.724167 4.074654
H 3.514019 3.148404 1.087533
H 3.719577 1.483402 0.455265
H 3.264062 4.009847 -1.006811
H 4.168354 2.564125 -1.532479
H 2.106018 2.897729 -2.915254
H 1.963474 1.393654 -1.928596
Cl 1.122168 0.692954 0.322588
C 1.462094 -2.419009 0.370772
Cl 0.023259 -2.097027 1.222879
C 1.352506 -2.242265 -1.142279
O 0.839788 -1.368370 -1.814224
C 2.100760 -3.449962 -1.647087
C 3.251457 -3.893288 -0.891553
C 3.695231 -5.193340 -1.145916
C 3.060990 -5.932235 -2.120008
C 1.934090 -5.417994 -2.788231
N 1.422917 -4.219023 -2.492484
C 3.730156 -3.079936 0.213852
Cl 5.178825 -3.484821 1.076020
C 2.773557 -2.166361 0.731286
H 4.525076 -5.588306 -0.559011
H 3.421162 -6.925618 -2.402705
H 1.424926 -5.974059 -3.575604
H 3.084156 -1.375675 1.418508

Cartesian forces, eV/Å:
C -0.14 1.07 0.33
C 0.83 -1.83 -0.14
C 1.52 1.80 1.37
C -0.71 0.03 -0.02
C -0.22 0.10 0.03
C 0.01 0.19 -0.01
O 0.58 0.04 0.49
C -1.84 0.31 0.21
O 2.25 -0.15 -0.86
O -1.47 1.76 -0.91
H -0.06 -0.54 0.60
H 0.53 0.24 -0.18
H -0.29 -0.14 -0.04
H 0.54 -0.04 -0.19
H -0.35 0.15 0.38
H 0.11 0.27 -0.44
H -0.02 0.17 -0.09
H -0.10 -0.17 0.35
H -0.15 0.47 -0.10
Cl -1.01 -3.33 -0.81
C -1.44 1.94 -3.79
Cl -0.71 0.77 1.09
C 1.29 -1.40 1.56
O -0.62 -0.29 0.22
C -0.10 -0.01 1.38
C 0.38 0.19 0.80
C 0.17 0.23 -0.21
C -0.20 -0.53 -0.77
C 0.27 0.46 0.49
N 0.64 -0.46 -1.01
C -1.56 0.88 -1.29
Cl 0.34 0.27 -0.11
C 2.08 -1.94 0.78
H -0.18 0.01 -0.24
H -0.12 0.25 0.22
H 0.06 -0.06 0.28
H -0.31 -0.69 0.61

Output
Net charge: -1
Kohn-Sham gap (eV): 5.7

From a Löwdin analysis of the wavefunction, the atomic charges in e read:
1 C -0.01
2 C -0.43
3 C -0.65
4 C -0.16
5 C -0.16
6 C -0.15
7 O 0.00
8 C -0.48
9 O 0.07
10 O 0.06
11 H 0.08
12 H 0.11
13 H 0.09
14 H 0.12
15 H 0.12
16 H 0.11
17 H 0.12
18 H 0.13
19 H 0.10
20 Cl 0.98
21 C -0.72
22 Cl 0.62
23 C -0.44
24 O 0.00
25 C -0.17
26 C -0.21
27 C -0.07
28 C -0.10
29 C -0.17
30 N 0.10
31 C -0.67
32 Cl 0.59
33 C -0.17
34 H 0.08
35 H 0.09
36 H 0.09
37 H 0.10

Here is a molecular structure, C16H13Cl7GaINO5S in a non-equilibrium geometry from the OMol25 dataset. Energies are from ωB97M-V/def2-TZVPD.

Positions of all 45 atoms, in Å:
Ga -0.002786 0.201026 0.365872
Cl 4.694395 -0.167027 5.384874
C 3.861954 0.125033 3.919981
C 2.483606 0.313895 3.933105
Cl 1.591308 0.281044 5.392723
C 1.825992 0.520370 2.731187
Cl 0.106587 0.700390 2.680864
C 2.476298 0.494502 1.499405
O 1.812986 0.619021 0.346417
C 3.857893 0.303027 1.504424
Cl 4.658679 0.222980 -0.007910
C 4.550094 0.138867 2.701596
Cl 6.244162 -0.068275 2.679990
Cl -0.004579 0.604046 -2.118493
C 0.117128 2.375097 -1.992391
Cl -0.153370 2.828894 -0.306529
H -0.647751 2.821162 -2.618040
H 1.115953 2.673387 -2.290342
C -0.026987 -4.203573 -5.713395
C 0.264802 -4.112251 -4.240297
C -0.451202 -4.843245 -3.301679
C -0.194258 -4.720983 -1.943776
C 0.806721 -3.872604 -1.506277
C 1.577316 -3.172544 -2.436129
C 1.296647 -3.294328 -3.787553
S 1.328170 -2.226589 0.394846
O 1.365496 -2.276106 1.831617
O 0.976980 -3.741340 -0.109578
O -0.176608 -1.575971 0.048899
H -0.950979 -4.746849 -5.901784
H 0.783534 -4.717205 -6.232384
H -0.121366 -3.205925 -6.143117
H -1.233500 -5.517213 -3.627313
H -0.753668 -5.289885 -1.212486
H 2.413346 -2.569347 -2.114024
H 1.889479 -2.741629 -4.506593
N -2.914627 -1.362944 0.183542
C -2.960273 -0.056642 0.313887
O -1.926597 0.652598 0.493300
C -4.260703 0.663441 0.179250
I -4.292574 1.390300 -1.847087
H -1.999113 -1.816360 0.186631
H -3.743801 -1.913176 0.033522
H -4.289576 1.537348 0.820055
H -5.133808 0.036485 0.322388

Cartesian forces, eV/Å:
Ga -0.42 0.73 -0.13
Cl 0.05 0.05 0.07
C -0.03 -0.04 -0.05
C -0.03 0.03 -0.05
Cl -0.01 0.01 0.05
C 0.67 -0.05 -0.05
Cl -0.43 0.10 0.44
C -0.02 0.20 0.07
O -0.41 -0.05 0.17
C 0.00 -0.02 0.03
Cl 0.06 0.04 -0.10
C -0.19 0.00 0.02
Cl 0.05 -0.03 -0.01
Cl -0.06 -0.09 -0.37
C 0.10 0.13 -0.02
Cl -0.04 0.54 -0.07
H -0.04 -0.04 0.06
H 0.01 -0.06 0.06
C 0.00 -0.03 0.09
C 0.05 0.01 -0.11
C -0.01 0.02 0.02
C 0.04 0.03 0.32
C -0.08 0.17 -0.32
C 0.06 -0.16 0.34
C -0.14 -0.03 0.13
S -0.78 -0.65 -0.50
O 0.08 -0.32 0.12
O 0.12 0.26 -0.13
O 0.94 -0.61 0.10
H 0.00 -0.01 -0.02
H -0.03 0.01 -0.04
H 0.00 -0.03 -0.06
H -0.01 0.00 -0.02
H -0.05 0.02 -0.01
H 0.03 0.11 0.03
H 0.04 -0.01 0.03
N 0.11 0.13 0.10
C -0.14 -0.20 -0.21
O 0.51 -0.09 0.09
C 0.09 0.10 -0.23
I -0.08 -0.05 0.17
H -0.01 -0.13 0.00
H -0.07 0.08 -0.01
H 0.03 -0.03 0.03
H 0.03 -0.04 -0.01

Output
Net charge: +1
Kohn-Sham gap (eV): 7.7

From a Löwdin analysis of the wavefunction, the atomic charges in e read:
1 Ga -0.07
2 Cl 0.73
3 C -0.70
4 C -0.69
5 Cl 0.74
6 C -0.54
7 Cl 0.96
8 C -0.45
9 O -0.20
10 C -0.61
11 Cl 0.76
12 C -0.68
13 Cl 0.74
14 Cl 0.77
15 C -0.81
16 Cl 0.73
17 H 0.05
18 H 0.06
19 C -0.04
20 C -0.27
21 C -0.03
22 C -0.01
23 C -0.31
24 C -0.04
25 C -0.03
26 S 0.92
27 O -0.34
28 O -0.23
29 O -0.42
30 H 0.08
31 H 0.09
32 H 0.08
33 H 0.12
34 H 0.12
35 H 0.11
36 H 0.12
37 N 0.25
38 C -0.60
39 O -0.12
40 C -0.49
41 I 0.88
42 H 0.10
43 H 0.15
44 H 0.07
45 H 0.06

HOMO energy
In order: -7.57; -3.00; -11.25
Unit: eV
Energy relative to the best compared isomer or geometry (same formula, charge and spin)
In order: 0.0; 74.6; 83.7
Unit: kJ/mol